[1]
ORCA calculation (ωB97M-V with the def2-TZVPD basis set) on the molecule C30H50.

Geometry as XYZ:
```
80
Properties=species:S:1:pos:R:3:forces:R:3:mulliken_charge:R:1
C -5.76861 3.66941 4.20698 0.0500 -0.1706 -0.0433 -1.459
C -5.72395 2.80243 2.98166 -0.1187 0.1454 0.1584 1.216
C -5.97535 3.55086 1.70735 0.0349 -0.2288 0.0442 -1.436
C -5.47543 1.50184 3.07086 -0.1439 -0.1629 -0.0891 -0.605
C -5.34712 0.51290 1.95547 0.1015 0.0142 0.0401 -0.742
C -3.86182 0.26296 1.62520 -0.0576 0.0888 0.0254 -1.277
C -3.22479 1.48699 1.02922 0.0219 -0.1583 0.1542 1.632
C -3.46123 1.69413 -0.44027 0.0268 0.1219 0.1155 -1.902
C -2.52536 2.32475 1.78536 -0.0555 0.1870 -0.0850 -0.720
C -1.81489 3.55759 1.32724 0.0345 -0.0752 0.0582 -0.772
C -0.29603 3.30480 1.23014 -0.1082 -0.0931 -0.0286 -1.492
C 0.00902 2.27722 0.17467 0.1896 0.1664 0.1452 1.329
C 0.22580 2.82378 -1.20546 -0.0255 -0.2205 0.1102 -1.831
C 0.03987 0.98401 0.47313 0.1146 -0.0085 -0.1642 -1.007
C 0.27569 -0.14354 -0.48896 -0.0693 -0.0190 0.1442 -0.035
C 0.35013 -1.49505 0.22149 0.0522 0.0202 -0.2214 -1.075
C 0.73902 -2.58822 -0.72690 -0.0912 0.0636 0.1136 0.598
C 0.41095 -3.86804 -0.61219 -0.0471 -0.2339 -0.0817 0.496
C -0.43747 -4.37482 0.52481 0.0668 0.1457 -0.0235 -1.758
C 0.83767 -4.93464 -1.58796 0.0676 0.2560 -0.2493 -1.051
C 1.73007 -4.47903 -2.74658 -0.0471 -0.0912 0.1603 -0.990
C 3.08966 -4.06299 -2.27677 -0.0491 0.0315 -0.1948 -0.365
C 3.77874 -2.96806 -2.57672 0.1568 -0.0125 -0.1072 0.874
C 3.31961 -1.86793 -3.48570 -0.1714 -0.1684 0.0366 -1.452
C 5.13794 -2.74159 -1.96248 -0.0604 -0.1911 0.3491 -1.156
C 5.03392 -2.20174 -0.52194 0.2293 0.0543 -0.2329 -0.985
C 4.34365 -0.87314 -0.44734 0.0329 -0.1012 0.1338 -0.138
C 4.88125 0.31678 -0.69057 -0.0498 0.2207 0.0473 1.110
C 6.30734 0.53549 -1.10227 -0.1136 -0.1878 0.0755 -1.783
C 4.07253 1.57815 -0.58858 -0.0155 -0.1820 -0.0177 -0.980
H -5.54403 3.09937 5.10466 0.0191 -0.0164 0.0976 0.365
H -5.04495 4.47930 4.11770 0.0499 0.1365 0.0425 0.313
H -6.75522 4.11933 4.31886 -0.0630 0.0941 0.0311 0.362
H -6.10395 2.88803 0.85868 -0.0114 -0.0076 -0.1533 0.219
H -5.13290 4.21046 1.49981 0.0666 0.1128 -0.0582 0.201
H -6.86675 4.16980 1.80674 -0.0628 0.0755 -0.0366 0.549
H -5.29068 1.08297 4.05291 0.0245 0.0400 0.1977 0.252
H -5.80024 -0.43317 2.26326 -0.0549 0.0191 -0.0892 0.454
H -5.86285 0.85560 1.05845 -0.0679 -0.0550 -0.0481 0.316
H -3.78804 -0.56879 0.92037 0.0535 -0.0778 0.0198 0.456
H -3.34334 -0.01980 2.54332 0.0351 -0.0594 0.0040 0.479
H -3.77142 2.71509 -0.65406 -0.0302 0.0775 -0.1174 0.392
H -2.54582 1.49890 -0.99720 0.0915 -0.0352 -0.1409 0.124
H -4.23178 1.01894 -0.80463 -0.0777 -0.0334 -0.0849 0.507
H -2.39889 2.09701 2.83601 -0.0162 -0.1475 0.1712 0.335
H -1.98604 4.36281 2.04724 -0.0370 0.0698 -0.0817 0.441
H -2.18599 3.88353 0.35557 -0.0525 0.0978 -0.0398 0.534
H 0.20680 4.24460 0.99181 0.0683 0.0218 0.0679 0.509
H 0.06138 2.96044 2.20247 0.0464 0.0449 0.0218 0.426
H 0.20385 2.04200 -1.95874 0.0083 -0.0280 -0.1447 0.358
H 1.19292 3.32571 -1.25815 0.0642 0.0806 -0.0553 0.367
H -0.54054 3.56032 -1.44293 -0.0677 0.1030 -0.0941 0.459
H -0.12682 0.68685 1.49957 -0.0225 0.0284 0.2175 0.362
H -0.53241 -0.17789 -1.22803 0.0482 -0.0356 -0.1021 0.399
H 1.20566 0.02505 -1.04075 0.0017 -0.0496 -0.0946 0.220
H 1.09652 -1.43534 1.02263 -0.0415 0.0540 0.0886 0.277
H -0.61155 -1.71034 0.69163 -0.0050 0.0121 0.1140 0.576
H 1.36597 -2.26601 -1.54155 0.1463 -0.0118 -0.2266 -0.150
H 0.04310 -4.17303 1.48132 -0.0311 -0.0331 0.1336 0.338
H -1.40894 -3.88102 0.53205 -0.1005 -0.0054 0.0663 0.322
H -0.60063 -5.44645 0.44104 -0.0347 -0.0777 0.0336 0.422
H 1.35959 -5.71844 -1.02827 -0.0569 -0.0940 0.0022 0.433
H -0.06835 -5.39148 -2.00232 0.0255 -0.0934 0.0811 0.499
H 1.84970 -5.33028 -3.42659 -0.0681 0.0652 -0.0315 0.429
H 1.23082 -3.68662 -3.30290 -0.0107 0.0109 -0.0689 0.326
H 3.55053 -4.78208 -1.60888 0.1697 -0.0912 0.1383 0.388
H 3.38930 -0.91270 -2.96508 -0.0016 0.1136 -0.0253 0.175
H 2.30027 -2.00873 -3.83280 -0.0914 0.0475 -0.0630 0.304
H 3.97092 -1.81765 -4.35902 0.0450 0.0611 -0.0712 0.450
H 5.70228 -2.03119 -2.56793 0.0928 -0.0018 -0.0339 0.416
H 5.69227 -3.68271 -1.93274 0.0467 0.0225 -0.0700 0.423
H 6.04278 -2.13059 -0.10739 -0.0084 -0.0416 0.0712 0.509
H 4.47474 -2.92365 0.07572 0.0738 -0.0353 0.0246 0.439
H 3.29805 -0.92008 -0.17738 -0.2408 0.1261 0.0376 -0.051
H 6.35053 0.82952 -2.15181 0.0558 0.0577 -0.0860 0.305
H 6.91049 -0.35785 -0.97394 0.1241 -0.0627 -0.0303 0.317
H 6.74755 1.34227 -0.51714 0.0776 0.0628 0.0130 0.478
H 3.05683 1.37595 -0.25907 -0.1414 0.0159 0.0318 -0.117
H 4.53411 2.26547 0.12023 0.0216 0.1132 0.0425 0.516
H 4.03437 2.08125 -1.55565 -0.0160 0.1183 -0.0748 0.334
```
Forces are in eV/Å.

Energy (eV): -31919.600
HOMO energy (eV): -8.3
SMILES: CC(C)=CCC/C(C)=C/CC/C(C)=C/CC/C=C(\C)CC/C=C(\C)CCC=C(C)C
Kohn-Sham gap (eV): 9.1
Energy relative to the best compared isomer or geometry (same formula, charge and spin) (kcal per mole): 6.4

=====

[2]
ORCA calculation (ωB97M-V with the def2-TZVPD basis set) on a cluster of 4 separate species, C16H32O4 in total at a distorted geometry.

Geometry as XYZ:
```
52
Properties=species:S:1:pos:R:3:forces:R:3:mulliken_charge:R:1
C 2.17028 5.29820 12.42576 -0.9577 0.5020 0.0908 -0.266
C 2.97190 4.65101 11.31410 -1.4671 -3.3866 -0.0589 -0.588
C 3.67557 5.71072 10.61421 2.2637 1.0545 -0.1510 -0.428
O 3.45232 6.84082 11.48364 1.4742 1.2343 -1.9003 -0.423
C 2.13958 6.73787 11.91773 -0.3133 0.5312 0.5028 0.158
H 2.74255 5.32583 13.35304 -0.0816 -0.1006 0.0548 0.186
H 1.19817 4.84063 12.60941 0.0480 -0.0740 -0.0378 0.345
H 2.32742 4.13525 10.60225 -0.5032 0.0643 0.0595 0.255
H 3.57455 3.81020 11.65752 0.4056 0.3501 0.3031 0.307
H 3.47745 5.77817 9.54449 -1.3305 0.8947 0.0048 0.262
H 4.74113 5.52243 10.48299 0.3656 0.2658 0.9924 0.308
H 1.45247 7.07744 11.14270 -0.4253 -1.0368 -0.6950 0.209
H 1.93436 7.53753 12.62943 0.5126 -0.2564 0.8267 -0.306
C -0.04062 10.33539 13.97080 -2.4661 1.6496 0.2780 -0.554
C 1.37731 10.56020 13.55110 -0.4973 -1.8829 -0.0235 -0.545
C 1.65349 11.96765 13.97949 0.3300 -1.2459 -1.5820 -0.304
O 0.41617 12.64706 13.62090 0.1801 0.8788 0.4173 -0.046
C -0.72471 11.78280 13.74235 2.5723 -1.7702 0.1120 -0.347
H -0.14174 10.07959 15.02553 -0.1673 -0.2242 -0.1668 0.373
H -0.62264 9.71325 13.29088 0.2907 -0.6052 0.4994 0.438
H 1.38337 10.28459 12.49655 0.5246 1.2335 -0.4711 0.343
H 2.07677 9.81020 13.92036 -0.0091 0.2269 0.7317 0.437
H 2.56981 12.25134 13.46181 -0.4424 1.4524 -0.0967 0.274
H 1.79075 12.10674 15.05183 -0.2861 0.0704 0.3545 0.333
H -1.27379 11.87393 12.80518 0.0061 0.1512 -0.4782 0.298
H -1.40079 12.22226 14.47576 0.0389 0.2046 0.4149 0.316
C -0.65400 6.17474 16.09227 0.5402 -0.3045 -1.0538 -0.709
C 0.09522 5.75348 17.37305 0.3530 0.4138 -0.9549 -0.401
C 1.53247 6.21905 17.11898 -0.1622 0.9041 -0.0265 -0.502
O 1.37900 7.38519 16.22319 0.6208 -0.0167 0.5533 -0.415
C 0.32691 7.15807 15.30944 -1.4305 -1.0347 1.3067 0.831
H -1.62165 6.61048 16.34104 0.1165 0.1547 -0.1933 0.305
H -0.82905 5.32150 15.43694 -0.1932 -0.1236 0.1343 0.326
H 0.00915 4.69024 17.59712 -0.0426 0.1436 0.0528 0.333
H -0.28236 6.36707 18.19100 -0.0052 -0.3330 0.1656 0.236
H 2.31595 5.56852 16.73030 -0.6230 -0.5553 -0.5870 0.289
H 1.95081 6.49338 18.08739 0.0784 0.8466 -0.1858 0.263
H 0.64979 6.79864 14.33238 0.3641 -0.6953 0.1715 -0.327
H -0.24062 8.04691 15.03380 0.3292 0.4229 0.6361 -0.290
C 6.26173 13.00872 12.63684 0.8156 1.0304 -0.6662 -0.201
C 6.15123 13.87137 11.34541 0.0813 -0.0981 1.8830 -0.538
C 7.50472 14.58904 11.33805 1.0065 0.1629 0.0464 -0.451
O 8.09776 14.59542 12.72182 -2.9868 -0.6848 -1.0036 -0.367
C 7.01698 14.05577 13.52691 0.1527 -1.7794 -0.1294 -0.466
H 6.87176 12.12122 12.46859 0.0270 -0.0202 0.0719 0.329
H 5.27063 12.70778 12.97635 0.0602 0.0644 0.3636 -0.082
H 5.43326 14.63726 11.63868 -0.4005 0.0400 -0.4695 0.249
H 5.78330 13.32568 10.47652 0.5292 0.2269 -0.1631 0.361
H 7.37025 15.62002 11.01080 0.2167 0.0335 0.0617 0.270
H 8.24687 14.10680 10.70183 -0.0306 0.0110 0.0003 0.291
H 6.24550 14.74665 13.86693 0.3430 0.7299 -0.0514 0.284
H 7.44699 13.55545 14.39459 0.1749 0.2797 0.0561 0.348
```
Forces are in eV/Å.

Energy (eV): -25287.508
HOMO energy (spin up / spin down) (eV): -11.6 / -11.6
Kohn-Sham gap (spin up / spin down) (eV): 8.7 / 2.5
Net charge: +1
Energy relative to the best compared isomer or geometry (same formula, charge and spin) (kcal per mole): 3.2
Spin multiplicity: 2